C4H6P2 | ωB97M-V/def2-TZVPD

* molecular weight: 116.04 g/mol
* relative energy (zero: lowest compared OMol25 entry of this formula, charge and spin): 11.92 kcal/mol
* DFT total energy: -838.63716 a.u.
* spin multiplicity: 1
* gap between HOMO and LUMO: 8.083 eV
* LUMO energy: -0.43 eV

```
12
Properties=species:S:1:pos:R:3:forces:R:3
C 0.078626 -1.109304 0.252196 4.2 -0.7 -1.4
C 1.601919 -1.490566 0.162483 -0.9 2.7 -1.2
C -0.194214 0.200443 0.083501 -2.4 -0.3 1.2
C -1.644787 0.788047 0.192353 0.5 0.7 1.0
P 2.725658 -0.113073 -0.106464 -1.2 -2.5 -0.1
P 1.156892 1.367426 0.000621 -0.5 0.2 0.3
H -0.539764 -1.970217 0.093804 -0.9 0.1 0.6
H 1.933318 -2.546189 -0.036560 -0.3 1.1 0.9
H -2.480225 0.054252 0.533695 1.7 1.2 -0.7
H -1.848031 1.241506 -0.785756 -0.5 -0.2 0.2
H -1.598018 1.709705 0.919108 -0.3 -1.9 -1.1
H 0.808630 1.867975 -1.308979 0.6 -0.4 0.4
```
Positions in Å, forces in eV/Å.

Löwdin population analysis, charges in e, atoms 1 to 8:
1. C -0.220
2. C -0.435
3. C -0.650
4. C -0.137
5. P 0.562
6. P 0.593
7. H 0.081
8. H 0.032